A cluster of 3 separate species, C22H46ClF3N7O8P4 in total, computed with ωB97M-V/def2-TZVPD.

Last column: Mulliken charge in e.
Positions of all 91 atoms, in Å:
O1 -0.4513 6.7885 5.9102  -0.483
C1 -0.7091 6.1893 4.8294  0.091
O2 -0.3849 6.8685 3.6272  -0.297
C2 1.0167 6.6930 3.2677  -0.594
C3 1.4011 5.2025 2.8028  0.259
C4 2.8632 4.7804 3.2726  0.308
F1 3.8537 5.7678 3.5659  -0.321
C5 3.1817 3.4101 3.3685  0.147
F2 4.5148 2.9831 3.1824  -0.229
F3 2.1859 2.4119 3.6059  -0.093
C6 -1.3196 4.7245 4.9429  0.689
C7 -2.6360 4.3501 4.2019  0.220
P1 -3.7193 5.4907 3.1421  0.285
O3 -2.7887 6.3926 2.0325  -0.428
Cl1 -4.5271 6.9232 4.5142  -0.213
C8 -3.1406 2.8673 4.3401  -0.399
N1 -2.4668 1.8701 5.1262  0.106
C9 -1.2596 2.2184 5.8336  -0.581
C10 -0.6086 3.6389 5.8015  0.083
P2 0.9525 3.8715 6.8225  1.124
O4 0.5836 4.1850 8.2970  -0.687
O5 1.9844 5.0951 6.2625  -0.444
O6 1.9039 2.4314 6.8815  -0.512
H1 1.1961 7.3749 2.3515  0.323
H2 1.6944 7.1168 4.0946  0.329
H3 0.6746 4.3891 3.1422  -0.252
H4 1.3696 5.1889 1.6458  0.421
H5 -2.8449 7.3620 2.2490  0.324
H6 -4.1009 2.5640 3.8083  0.387
H7 -2.8970 0.9317 5.1756  0.328
H8 -0.7860 1.3841 6.4668  0.410
H9 2.2679 5.5836 7.0820  0.351
H10 2.7518 2.7654 7.2827  0.327
O7 -3.0516 -0.1459 2.2832  -0.804
P3 -2.5819 -0.7088 0.9196  0.766
N2 -3.4369 -2.1766 1.1171  0.150
C11 -2.9537 -3.5381 1.0582  -1.067
C12 -4.8942 -2.0999 1.0778  -1.038
N3 -0.9466 -0.8509 1.4693  0.304
C13 -0.3796 -2.0733 2.0122  -1.180
C14 -0.4872 0.2560 2.3086  -1.154
N4 -2.0544 -1.2704 -0.6700  0.167
C15 -3.0678 -1.4595 -1.7033  -1.096
C16 -0.6976 -1.4352 -1.1629  -0.904
H11 -2.3132 -3.7281 0.1914  0.281
H12 -3.7657 -4.2690 0.9890  0.435
H13 -2.4098 -3.8011 1.9679  0.283
H14 -5.2602 -2.1071 0.0458  0.299
H15 -5.2593 -1.1843 1.5515  0.248
H16 -5.3653 -2.9280 1.6136  0.457
H17 -0.8743 -2.3723 2.9414  0.314
H18 0.6890 -1.9522 2.2208  0.346
H19 -0.4244 -2.8903 1.2921  0.347
H20 -0.8281 0.1424 3.3441  0.187
H21 -0.8558 1.2123 1.9262  0.342
H22 0.6056 0.3215 2.3160  0.409
H23 -3.4717 -2.4770 -1.6708  0.324
H24 -2.6849 -1.2957 -2.7135  0.380
H25 -3.8914 -0.7553 -1.5673  0.338
H26 -0.3542 -2.4615 -1.0000  0.221
H27 0.0115 -0.7452 -0.7059  0.235
H28 -0.6181 -1.2400 -2.2370  0.416
O8 1.2015 -2.0903 -4.1048  -0.724
P4 1.6631 -2.5800 -5.4929  0.899
N5 0.8355 -4.0716 -5.3520  0.151
C17 1.3411 -5.4198 -5.4784  -1.089
C18 -0.6226 -4.0191 -5.3703  -1.014
N6 3.3062 -2.7231 -4.9697  0.183
C19 3.8942 -3.9619 -4.4909  -1.103
C20 3.7695 -1.6479 -4.0816  -1.123
N7 2.1795 -3.0603 -7.1142  -0.022
C21 1.1563 -3.2184 -8.1429  -1.063
C22 3.5320 -3.1799 -7.6286  -0.938
H29 1.9736 -5.5589 -6.3608  0.281
H30 0.5408 -6.1613 -5.5710  0.437
H31 1.9011 -5.7140 -4.5883  0.294
H32 -1.0021 -3.9861 -6.3972  0.301
H33 -0.9971 -3.1323 -4.8508  0.206
H34 -1.0726 -4.8790 -4.8668  0.457
H35 3.4153 -4.3093 -3.5704  0.263
H36 4.9639 -3.8375 -4.2903  0.369
H37 3.8495 -4.7459 -5.2475  0.325
H38 3.4498 -1.8096 -3.0474  0.312
H39 3.3882 -0.6782 -4.4122  0.356
H40 4.8619 -1.5758 -4.0911  0.324
H41 0.7685 -4.2428 -8.1525  0.296
H42 1.5235 -3.0024 -9.1493  0.389
H43 0.3236 -2.5346 -7.9648  0.316
H44 3.8935 -4.2068 -7.5165  0.279
H45 4.2348 -2.4998 -7.1477  0.287
H46 3.5941 -2.9341 -8.6939  0.367

**Gap between HOMO and LUMO**: 4.0195 eV
**E_HOMO**: -9.419 eV
**Total charge**: +1
**E_LUMO**: -5.4 eV